1.
The following is a DFT calculation (wB97M-V/def2-TZVPD) of 2 unconnected molecules or ions with the total composition C5H8O2.

Last columns: bonded neighbours and bond lengths (Å).
CARTESIAN COORDINATES (ANGSTROEM)
1 C -0.97 0.83 1.35  C2 1.504, C7 1.505, H8 1.088, H9 1.086
2 C 0.50 0.52 1.42  C1 1.504, O3 1.401, C7 1.495, H10 1.085
3 O 0.94 -0.74 0.99  C2 1.401, C4 1.367
4 C 0.87 -0.93 -0.37  O3 1.367, C5 1.332, H11 1.082
5 C 0.44 -0.03 -1.25  C4 1.332, O6 1.368, H13 1.082
6 O -0.01 1.22 -0.94  C5 1.368, C7 1.400
7 C 0.00 1.52 0.43  C1 1.505, C2 1.495, O6 1.400, H15 1.085
8 H -1.58 0.06 0.90  C1 1.088
9 H -1.44 1.39 2.16  C1 1.086
10 H 1.10 0.86 2.26  C2 1.085
11 H 1.17 -1.93 -0.66  C4 1.082
12 H -0.80 -2.88 -2.46  H14 0.743
13 H 0.39 -0.24 -2.31  C5 1.082
14 H -0.85 -2.23 -2.11  H12 0.743
15 H 0.23 2.57 0.59  C7 1.085

spin multiplicity = 1
E_HOMO = -8.178 eV
gap between HOMO and LUMO = 9.223 eV
F_max = 0.24 eV Å⁻¹
energy above the lowest of the compared OMol25 structures with the same formula, charge and spin = 3.494 eV



2.
The following is a DFT calculation (wB97M-V/def2-TZVPD) of 3 unconnected molecules or ions with the total composition C2H12NO2 in a non-equilibrium geometry.

Last columns: bonded neighbours and bond lengths (Å).
CARTESIAN COORDINATES (ANGSTROEM)
1 C -0.46 -0.65 1.79  N2 1.519, H4 1.072, H5 1.133, H6 1.033
2 N 0.41 -0.49 0.55  C1 1.519, C3 1.522, H7 1.027, H8 1.108
3 C 1.18 0.82 0.61  N2 1.522, H9 1.175, H10 0.995, H11 1.148
4 H -0.93 -1.61 1.83  C1 1.072
5 H 0.20 -0.49 2.70  C1 1.133
6 H -1.25 0.02 1.74  C1 1.033
7 H -0.05 -0.59 -0.36  N2 1.027
8 H 1.16 -1.29 0.69  N2 1.108
9 H 0.41 1.64 0.97  C3 1.175
10 H 1.45 1.27 -0.23  C3 0.995
11 H 1.97 0.94 1.43  C3 1.148
12 H -1.07 2.46 -1.38  O14 1.065
13 H -0.13 1.78 -2.47  O14 1.049
14 O -0.36 1.67 -1.45  H12 1.065, H13 1.049
15 H -1.58 -1.90 -1.96  O17 1.035
16 H -0.36 -1.88 -2.71  O17 0.990
17 O -0.59 -1.69 -1.77  H15 1.035, H16 0.990

charge = +1
spin multiplicity = 1
E_HOMO = -15.352 eV
gap between HOMO and LUMO = 12.275 eV
F_max = 6.66 eV Å⁻¹
energy above the lowest of the compared OMol25 structures with the same formula, charge and spin = 2.040 eV



3.
The following is a DFT calculation (wB97M-V/def2-TZVPD) of 2 unconnected molecules or ions with the total composition CH5OP in a non-equilibrium geometry.

Last columns: bonded neighbours and bond lengths (Å).
CARTESIAN COORDINATES (ANGSTROEM)
1 C 0.19 -0.18 0.50  O2 1.343, P3 1.776, H4 1.143
2 O 1.42 0.12 0.94  C1 1.343, H6 1.001
3 P -0.16 -0.79 -1.13  C1 1.776, H7 1.411, H8 1.337
4 H -0.63 -0.27 1.29  C1 1.143
5 H -0.87 1.55 0.48  no bonds
6 H 2.04 0.06 0.15  O2 1.001
7 H -1.52 -0.97 -0.80  P3 1.411
8 H -0.46 0.48 -1.43  P3 1.337

spin multiplicity = 1
E_HOMO (spin up / spin down) = -7.681 / -8.405 eV
gap between HOMO and LUMO (spin up / spin down) = 7.690 / 8.708 eV
F_max = 5.00 eV Å⁻¹
energy above the lowest of the compared OMol25 structures with the same formula, charge and spin = 4.836 eV